Computed, not measured: C13H31CuN2O7 as an isolated structure at a distorted geometry, with ωB97M-V with the def2-TZVPD basis set.

CARTESIAN COORDINATES (ANGSTROEM)
Cu  7.774  13.853  -21.398
O  10.248  17.168  -22.004
C  9.734  15.954  -21.917
O  10.058  15.109  -21.025
O  8.751  15.697  -22.584
H  9.630  17.184  -22.739
C  5.794  16.352  -20.359
O  5.913  14.963  -20.374
C  5.782  14.317  -19.119
C  5.793  12.762  -19.382
N  7.199  12.386  -19.621
C  7.965  12.498  -18.392
C  9.157  11.618  -18.713
O  8.729  10.332  -19.176
C  9.965  9.545  -19.380
H  6.786  16.781  -20.221
H  5.024  16.718  -19.680
H  5.465  16.716  -21.332
H  4.738  14.491  -18.861
H  6.273  14.698  -18.223
H  5.368  12.590  -20.370
H  5.310  12.192  -18.588
H  7.325  11.413  -19.860
H  7.510  12.109  -17.482
H  8.180  13.561  -18.281
H  9.902  11.632  -17.917
H  9.726  12.109  -19.503
H  10.650  10.001  -20.094
H  9.826  8.590  -19.887
H  10.623  9.456  -18.515
C  10.381  12.127  -22.827
O  8.985  12.465  -22.894
C  8.343  12.055  -24.144
C  6.813  11.907  -24.049
N  6.160  13.031  -23.244
C  4.721  12.785  -23.119
C  3.979  14.023  -22.818
O  3.434  14.665  -24.025
C  4.010  15.919  -24.180
H  10.465  11.048  -22.957
H  10.997  12.332  -21.951
H  10.890  12.592  -23.671
H  8.769  11.103  -24.460
H  8.545  12.842  -24.870
H  6.448  10.985  -23.595
H  6.429  11.970  -25.068
H  5.992  13.865  -23.788
H  4.630  11.956  -22.417
H  4.262  12.355  -24.010
H  4.334  14.773  -22.111
H  3.102  13.646  -22.293
H  5.066  15.963  -24.446
H  3.834  16.660  -23.400
H  3.500  16.419  -25.004

Forces on atoms 1 to 2 (eV/Å):
0.538 0.040 -0.287
0.688 0.141 -0.595

Properties
- strongest force on any atom (eV/A) = 7.95
- E_LUMO (eV) = 0.599
- energy relative to the best compared isomer or geometry (same formula, charge and spin) (kcal/mol) = 83.3
- highest occupied orbital energy (eV) = -7.24
- orbital gap (Eh) = 0.2879
- spin multiplicity = 1
- E (eV) = -75931.3607